Formula: C44H47BrN3O4P2RbSe2
Source: the OMol25 dataset
Level of theory: the ωB97M-V functional and the def2-TZVPD basis

Its HOMO-LUMO gap is 5.62 eV. The value obtained for the highest occupied orbital energy is -2.037 eV. Its total charge is -2. The spin multiplicity is 1. Its molar mass is 1067.1 g/mol. The largest force on an atom is 0.02100 hartree/bohr. The energy above the lowest of the compared OMol25 structures with the same formula, charge and spin comes out at 65.3 kJ/mol.

Cartesian coordinates (Å):
Rb  0.339  -0.680  0.358
C  -2.503  2.767  3.337
Se  -0.897  1.933  2.608
C  -0.349  1.260  4.391
C  0.879  1.988  4.920
Se  2.428  1.271  3.966
C  3.638  2.757  4.335
H  -3.190  2.006  3.703
H  -2.946  3.321  2.513
H  -2.223  3.442  4.145
H  -0.148  0.191  4.301
H  -1.199  1.392  5.062
H  1.013  1.816  5.991
H  0.800  3.062  4.737
H  3.266  3.662  3.859
H  4.586  2.465  3.887
H  3.757  2.911  5.406
C  -3.171  0.370  -1.635
N  -2.264  -0.730  -1.356
C  -1.951  -1.498  -2.332
C  -1.034  -2.598  -2.279
C  -0.704  -3.430  -3.368
C  0.265  -4.318  -2.899
C  0.474  -3.959  -1.554
N  -0.304  -2.941  -1.171
C  -4.506  0.091  -0.987
C  -4.670  0.292  0.382
C  -5.857  -0.049  1.012
C  -6.908  -0.592  0.281
C  -6.761  -0.783  -1.086
C  -5.568  -0.441  -1.712
H  -3.306  0.528  -2.715
H  -2.743  1.277  -1.202
H  -2.378  -1.319  -3.332
H  -1.133  -3.382  -4.361
H  0.765  -5.101  -3.453
H  1.160  -4.423  -0.852
H  -3.848  0.720  0.948
H  -5.966  0.109  2.079
H  -7.832  -0.868  0.775
H  -7.574  -1.204  -1.667
H  -5.452  -0.599  -2.779
O  4.418  -0.281  2.278
C  3.610  -0.922  1.579
O  2.387  -1.138  1.781
C  4.181  -1.504  0.254
P  3.342  -0.575  -1.103
C  3.694  1.167  -0.607
C  4.933  1.580  -0.114
C  5.139  2.902  0.242
C  4.111  3.831  0.115
C  2.879  3.433  -0.373
C  2.673  2.104  -0.733
C  4.599  -0.661  -2.457
C  4.632  0.345  -3.428
C  5.540  0.299  -4.474
C  6.431  -0.762  -4.582
C  6.393  -1.779  -3.641
C  5.481  -1.730  -2.592
H  3.891  -2.552  0.170
H  5.265  -1.403  0.227
H  5.737  0.866  0.006
H  6.101  3.207  0.638
H  4.272  4.861  0.416
H  2.063  4.140  -0.464
H  1.693  1.799  -1.079
H  3.943  1.178  -3.351
H  5.555  1.096  -5.209
H  7.149  -0.794  -5.393
H  7.077  -2.616  -3.721
H  5.459  -2.535  -1.867
Br  -1.002  8.385  -1.956
C  -0.525  6.550  -2.194
C  0.271  6.201  -3.271
N  0.628  4.939  -3.498
C  0.207  4.007  -2.638
C  -0.591  4.277  -1.533
C  -0.977  5.590  -1.312
C  -1.036  3.165  -0.566
O  -1.983  3.475  0.188
O  -0.413  2.089  -0.671
H  0.632  6.951  -3.966
H  0.516  2.987  -2.832
H  -1.616  5.813  -0.469
C  -1.773  -4.274  3.842
P  -1.279  -3.151  2.443
C  -2.362  -1.730  2.890
C  -2.291  -3.953  1.144
C  -3.385  -3.346  0.540
C  -4.080  -3.994  -0.473
C  -3.690  -5.255  -0.891
C  -2.599  -5.873  -0.291
C  -1.908  -5.225  0.718
H  -1.343  -5.265  3.698
H  -2.860  -4.362  3.892
H  -1.392  -3.868  4.783
H  -3.414  -2.022  2.931
H  -2.222  -0.914  2.177
H  -2.049  -1.360  3.868
H  -3.680  -2.342  0.812
H  -4.908  -3.487  -0.955
H  -4.216  -5.749  -1.700
H  -2.267  -6.845  -0.635
H  -1.028  -5.688  1.152